Run w
This record from the OMol25 dataset describes the molecule C3H4O2. The level of theory is ωB97M-V with the def2-TZVPD basis set.

Calculated values
2S+1 ... 3

```
9
Properties=species:S:1:pos:R:3:lowdin_spin:R:1
O 0.4518 0.9509 -1.5978 0.5545
O -2.5754 -0.4887 -1.0336 0.5180
C -0.2415 0.3697 -0.8021 0.3649
C -1.8309 0.4363 -1.0296 0.3739
C 0.5890 -0.3011 0.3769 0.1020
H -2.2288 1.5131 -1.1691 0.0702
H 1.4987 -0.7541 0.0867 0.0076
H 0.0481 -1.0093 1.1278 0.0024
H 0.7925 0.5104 1.0512 0.0066
```

---

Run x
This record from the OMol25 dataset describes a cluster of 2 separate species, C3H4O2 in total. The level of theory is ωB97M-V with the def2-TZVPD basis set.

Calculated values
2S+1 ... 3

```
9
Properties=species:S:1:pos:R:3:lowdin_spin:R:1
O -3.1262 -0.2582 -0.2784 0.2915
O 0.6434 1.2320 -0.2047 0.1730
C 1.6671 -1.0744 -0.0522 0.0757
C -2.0166 0.1721 0.0067 0.5746
C 0.7366 -0.0845 -0.0449 0.6932
H 2.6433 -0.7580 -0.0435 0.0229
H -1.7485 1.2408 0.3833 0.1276
H 1.5142 -2.1038 0.2581 0.0087
H -0.3132 1.6341 -0.0244 0.0330
```

---

Most stable one: run w, least stable one: run x.

---

Run w
This record from the OMol25 dataset describes the molecule C5H6. The level of theory is ωB97M-V with the def2-TZVPD basis set.

Calculated values
SMILES ... C1C23CC12C3

```
11
Properties=species:S:1:pos:R:3:nbo_charge:R:1
C -1.2613 -0.3317 -0.0130 -0.4063
C -0.1923 0.7312 0.1761 -0.0409
C 0.4474 0.5237 -1.1364 -0.4218
C 0.7392 -0.0947 1.0116 -0.4245
C 0.1777 -0.7601 -0.2867 -0.0268
H 1.6972 0.2689 1.1809 0.2186
H -0.1976 0.7659 -1.9914 0.2268
H -2.0332 -0.2481 -0.6623 0.2201
H 1.5101 0.5569 -1.1439 0.2211
H -1.4251 -0.6739 0.9720 0.2077
H 0.5379 -0.7381 1.8931 0.2261
```

---

Run x
This record from the OMol25 dataset describes the molecule C5H6. The level of theory is ωB97M-V with the def2-TZVPD basis set.

Calculated values
SMILES ... C=C=C1CC1

```
11
Properties=species:S:1:pos:R:3:nbo_charge:R:1
C 1.1486 0.0685 0.0080 0.1055
C -1.4461 -0.7151 0.0220 -0.4127
C -1.3995 0.7545 0.0445 -0.3990
C -0.1772 -0.0184 0.0408 -0.1133
C 2.4748 0.0104 0.0349 -0.4962
H -1.5610 1.2640 0.8848 0.2160
H -1.8185 1.3102 -0.9236 0.2102
H 3.1973 0.2441 0.8141 0.2237
H -1.7475 -1.2509 -0.9166 0.2303
H -1.7780 -1.4053 0.9091 0.2207
H 3.1070 -0.2620 -0.9178 0.2146
```

---

Run y
This record from the OMol25 dataset describes the molecule C5H6. The level of theory is ωB97M-V with the def2-TZVPD basis set.

Calculated values
SMILES ... C1=CCC=C1

```
11
Properties=species:S:1:pos:R:3:nbo_charge:R:1
C 0.8224 -0.8457 -0.1701 -0.1353
C 0.1006 1.1924 -0.0374 -0.2295
C -1.0955 0.6131 -0.0514 -0.2044
C 1.2618 0.3718 0.1030 -0.2632
C -0.7367 -0.8910 0.0202 -0.4990
H -0.7312 -1.0832 1.1383 0.2497
H -1.4995 -1.4213 -0.5471 0.2351
H -2.1201 0.9582 0.0039 0.2223
H 2.3263 0.6235 0.1277 0.2268
H 1.3194 -1.7326 -0.2793 0.1961
H 0.3524 2.2147 -0.3078 0.2014
```

---

Run z
This record from the OMol25 dataset describes the molecule C5H6. The level of theory is ωB97M-V with the def2-TZVPD basis set.

Calculated values
SMILES ... C=CC1C=C1

```
11
Properties=species:S:1:pos:R:3:nbo_charge:R:1
C -1.2717 -0.4575 -1.3444 -0.4297
C -0.1178 -0.7863 -0.8938 -0.1817
C 0.4879 -0.3043 0.7848 -0.2253
C 0.2114 1.0419 1.3254 -0.1886
C 1.4034 0.8211 0.8245 -0.1767
H 2.2716 1.3150 0.4773 0.2237
H -1.9016 0.0177 -0.7581 0.1785
H -0.4754 1.7722 1.8039 0.2349
H -1.7870 -0.6938 -2.2731 0.1938
H 0.6302 -1.4943 -1.2213 0.1856
H 0.5491 -1.2317 1.2748 0.1854
```

---

Most stable one: run y, least stable one: run z.

---

Run w
This record from the OMol25 dataset describes a structure of composition C5H6. The level of theory is ωB97M-V with the def2-TZVPD basis set.

```
11
Properties=species:S:1:pos:R:3:nbo_charge:R:1
C -1.1833 0.0038 -0.0559 -0.3915
C 0.8400 -0.0728 0.7071 -0.2928
C 0.0484 -1.0094 -0.0504 -0.2209
C 0.8780 0.0286 -0.7818 -0.2947
C 0.0189 0.9592 -0.0371 -0.0815
H 0.0529 -2.1373 0.0347 0.2395
H -1.6489 -0.1265 0.9130 0.1803
H 1.6117 -0.0305 -1.5593 0.2474
H -0.2769 2.5861 0.1749 0.1688
H -1.9239 -0.1325 -0.8366 0.1968
H 1.5831 -0.0688 1.4916 0.2485
```

---

Run x
This record from the OMol25 dataset describes the molecule C5H6. The level of theory is ωB97M-V with the def2-TZVPD basis set.

```
11
Properties=species:S:1:pos:R:3:nbo_charge:R:1
C 1.0018 -0.3123 -0.3013 0.2212
C 2.9743 0.4471 0.3727 -0.1508
C 2.3149 -0.2206 -0.6331 -0.4251
C -0.2572 -0.5203 -0.1092 -0.3114
C -1.3775 0.5197 0.4432 -0.6153
H 2.6495 0.4352 1.4696 0.1704
H 2.7717 -0.4761 -1.5608 0.2124
H -0.6656 -1.3496 -0.6785 0.2433
H -1.0335 1.2942 1.3224 0.2219
H -2.2527 -0.0183 0.7497 0.2166
H -1.6941 1.1995 -0.3028 0.2168
```

---

Most stable one: run x, least stable one: run w.

---

Run w
This record from the OMol25 dataset describes a cluster of 4 separate species, C4H16NO3 in total. The level of theory is ωB97M-V with the def2-TZVPD basis set.

Calculated values
Total charge ... +1

```
24
Properties=species:S:1:pos:R:3:nbo_charge:R:1
O -0.7836 1.3701 -2.8224 -0.9769
O 2.1503 3.0460 -0.7224 -0.9267
O -2.8720 -1.3289 -1.4320 -0.9776
N -1.5263 0.8987 -0.2277 -0.7300
C 0.3548 -0.5298 0.6719 -0.0883
C 0.8580 -1.5538 1.5685 -0.4524
C -0.9597 -0.0716 0.7174 -0.1026
C 2.1987 -1.4045 2.2092 -0.6233
H -1.0387 1.8163 -0.4100 0.4628
H -2.6299 -1.6450 -2.2100 0.4833
H -2.5059 0.8750 -0.0246 0.4469
H 1.1638 -0.0275 -0.0473 0.2005
H -1.1144 2.0916 -3.3183 0.4996
H 2.8932 3.1257 -0.1960 0.4795
H -3.6314 -1.7528 -1.0020 0.5036
H 0.1545 -1.7585 2.2920 0.2281
H -1.7305 -0.2619 1.4591 0.2226
H -1.5543 0.4651 -1.1915 0.4929
H 2.5079 -2.4433 2.3807 0.2344
H 3.0399 -0.8165 1.9059 0.2339
H 0.9451 -2.5634 0.8988 0.2327
H 1.9207 1.9930 -0.8436 0.4497
H 1.9767 -0.8812 3.2362 0.2140
H 0.1831 1.3575 -2.8920 0.4932
```

---

Run x
This record from the OMol25 dataset describes a cluster of 3 separate species, C4H16NO3 in total. The level of theory is ωB97M-V with the def2-TZVPD basis set.

Calculated values
Total charge ... +1

```
24
Properties=species:S:1:pos:R:3:nbo_charge:R:1
O -0.3563 1.9438 2.1221 -0.7353
O 1.9187 0.2250 2.0683 -0.9726
O -0.3362 -3.4697 -0.6978 -0.9725
N -0.0270 -0.2877 0.1587 -0.5393
C 0.7279 0.2221 -1.0748 -0.2173
C 0.1867 -0.3676 -2.3347 -0.6636
C -1.2840 0.5025 0.4180 -0.2498
C -1.0059 1.9322 0.8492 -0.0932
H -0.3545 -1.2408 -0.0211 0.4500
H 2.3607 -0.0906 2.8716 0.5019
H -1.8757 -0.0151 1.1701 0.2304
H -0.3314 -3.6742 -1.6306 0.4996
H -0.8125 -0.0491 -2.6551 0.2287
H 1.7380 -0.1536 -0.9156 0.2320
H 1.6302 1.1086 2.3600 0.5068
H 0.4985 -3.3904 -0.2439 0.4857
H 0.1898 -1.4491 -2.4375 0.2287
H 0.7115 1.3021 -1.0590 0.2243
H -0.9994 1.7395 2.8145 0.4856
H 0.7677 0.0082 -3.1859 0.2576
H -1.8887 2.5695 0.8096 0.2146
H -1.8229 0.4795 -0.5309 0.2286
H 0.6413 -0.2584 0.9467 0.4765
H -0.2766 2.4134 0.1982 0.1926
```

---

Most stable one: run x, least stable one: run w.

---

Run w
This record from the OMol25 dataset describes the ion C5H11FN with charge +1. The level of theory is ωB97M-V with the def2-TZVPD basis set.

Calculated values
SMILES ... C[N+]1(F)CCCC1
Total charge ... +1

```
18
Properties=species:S:1:pos:R:3:nbo_charge:R:1
F 0.8293 0.6182 -2.0168 -0.1949
N 0.2101 0.0884 -0.8364 0.1838
C -1.0281 -0.7376 -1.4474 -0.3716
C -0.2735 0.7262 1.4043 -0.4243
C 0.3434 -0.6918 1.3094 -0.4052
C 1.1111 -0.5963 -0.0037 -0.2735
C -0.1094 1.3022 -0.0092 -0.2568
H -0.4711 -1.3504 1.1624 0.2128
H -1.2668 0.7327 1.5129 0.2227
H 0.2363 1.3421 2.1841 0.2595
H 2.0312 0.0276 0.1454 0.2595
H -0.9403 1.9628 -0.3499 0.2618
H -1.3829 -0.3539 -2.3937 0.2692
H 0.8718 -1.1244 2.1721 0.2733
H -0.5799 -1.6603 -1.6081 0.2255
H 0.7342 2.0523 -0.2552 0.2631
H 1.4629 -1.5595 -0.3404 0.2574
H -1.7782 -0.7785 -0.6298 0.2378
```

---

Run x
This record from the OMol25 dataset describes the ion C5H11FN with charge +1. The level of theory is ωB97M-V with the def2-TZVPD basis set.

Calculated values
SMILES ... C/C=C(\F)[C@@H](C)[NH3+]
Total charge ... +1

```
18
Properties=species:S:1:pos:R:3:nbo_charge:R:1
F -0.7025 1.4535 -0.0515 -0.3585
N -1.3764 -1.3312 -0.1149 -0.6944
C -0.1782 -0.7904 0.6362 -0.1306
C 1.5145 1.8242 -1.7109 -0.7126
C 0.2883 0.4440 -0.0463 0.2928
C -0.7883 -0.6263 2.0770 -0.6129
C 1.3893 0.5451 -1.0401 -0.1397
H 2.3013 1.6244 -2.4083 0.2479
H -1.0753 -1.1931 -1.1023 0.4658
H -0.0490 -0.3604 2.7638 0.2550
H 0.5365 2.2913 -2.0116 0.2631
H 0.7325 -1.4878 0.6071 0.2640
H 1.9731 -0.4333 -1.2130 0.2445
H -2.2308 -0.7819 0.2151 0.4617
H -1.6899 0.0876 2.0546 0.2312
H -1.5368 -2.2790 0.1429 0.4404
H -1.0798 -1.6265 2.3276 0.2132
H 1.9718 2.6398 -1.1254 0.2691
```

---

Most stable one: run x, least stable one: run w.

---

Run w
This record from the OMol25 dataset describes the ion CH3N2S with charge +1. The level of theory is ωB97M-V with the def2-TZVPD basis set.

Calculated values
SMILES ... [NH+]#S#CN
Total charge ... +1

```
7
Properties=species:S:1:pos:R:3:nbo_charge:R:1
S 1.0197 -1.0531 0.2181 0.7845
N -1.5384 0.4818 -0.4626 -0.7976
N 2.1499 -0.1462 0.7111 -0.6606
C -1.1899 -0.6305 -0.0052 0.3333
H -0.9631 1.2975 -0.6880 0.4598
H 3.0613 -0.5731 0.8679 0.4118
H -2.5395 0.6234 -0.6414 0.4688
```

---

Run x
This record from the OMol25 dataset describes a cluster of 2 separate species, CH3N2S in total. The level of theory is ωB97M-V with the def2-TZVPD basis set.

Calculated values
Total charge ... +1

```
7
Properties=species:S:1:pos:R:3:nbo_charge:R:1
S 3.6631 1.5412 2.5520 0.0897
N -0.6920 -0.2646 -0.3918 -0.7454
N 1.2686 0.4393 0.7252 -0.4219
C 0.1821 0.3520 0.2975 0.7408
H 2.0513 0.7974 1.1691 0.4309
H -1.1793 0.2215 -1.1337 0.4591
H -1.3284 -0.7811 0.1480 0.4469
```

---

Most stable one: run x, least stable one: run w.